Record 1
The following is a DFT calculation (ωB97M-V/def2-TZVPD) of a cluster of 3 separate species, C6H10N2O in total.

Each line ends with the Löwdin charge.
Element x y z (Å)
C  -1.75  -1.79  -0.98  -0.07
H  -2.62  -1.28  -0.72  0.06
H  -1.91  -2.89  -0.70  0.12
C  1.84  -2.34  -0.65  0.04
H  -0.24  1.55  2.49  0.14
C  2.80  -0.20  -1.22  -0.06
H  -1.47  2.86  2.38  0.03
N  2.23  -1.21  -0.73  -0.14
O  -1.19  2.35  -0.56  0.03
H  -1.42  -1.58  -1.99  0.09
C  -0.15  -0.78  0.80  0.02
H  3.78  -0.31  -1.61  0.05
H  -1.77  1.33  1.83  0.02
H  2.51  0.80  -1.25  0.04
N  -0.82  -1.24  -0.02  -0.10
H  0.22  3.27  0.55  0.13
H  1.77  -3.18  0.00  0.04
C  -0.68  2.53  0.52  -0.35
C  -1.11  2.09  1.86  -0.08

HOMO level	-7.43	eV
Kohn-Sham gap	8.34	eV

***

Record 2
The following is a DFT calculation (ωB97M-V/def2-TZVPD) of an isolated molecule of C6H10N2O.

Each line ends with the Löwdin charge.
Element x y z (Å)
C  -2.67  -0.24  0.41  0.03
H  -2.93  -0.63  1.40  0.11
N  -0.43  1.41  -0.19  -0.02
C  -1.43  -0.69  -0.32  -0.30
H  3.26  -0.03  -0.48  0.07
C  1.47  -0.13  0.47  -0.29
N  2.91  -0.27  0.44  0.04
H  1.29  1.14  -1.45  0.15
H  -1.54  -0.41  -1.35  0.15
H  -0.89  0.36  1.52  0.15
H  1.29  -1.42  -1.34  0.18
H  1.07  -0.03  1.49  0.15
C  -1.30  0.49  0.49  -0.28
H  3.34  0.26  1.19  0.07
C  0.69  -0.92  -0.49  -0.26
H  -0.90  2.06  -0.85  0.13
O  -0.42  -1.67  -0.13  -0.01
C  0.72  0.65  -0.64  -0.17
H  -3.53  0.05  -0.16  0.09

SMILES	N[C@H]1[C@@H]2N[C@H]3C[C@@H]3O[C@H]12
HOMO level	-7.73	eV
Kohn-Sham gap	8.77	eV

***

One value per record, in order, for strongest force on any atom: 0.1099; 0.0687 hartree/bohr.
One value per record, in order, for E_tot: -11405.7716; -11407.0986 eV.
One value per record, in order, for relative energy (zero: lowest compared OMol25 entry of this formula, charge and spin): 145.7; 115.1 kcal per mole.